C47H51BN9S5V as an isolated structure in a non-equilibrium geometry. Source: the OMol25 dataset; level of theory: the ωB97M-V functional and the def2-TZVPD basis.

XYZ file:
```
114
Properties=species:S:1:pos:R:3:forces:R:3
V -19.8551 10.9187 -1.2827 1.63 0.09 1.96
C -18.6984 8.9746 2.3620 1.51 0.20 -0.15
C -19.5933 7.8156 2.5906 -0.62 -1.57 -0.01
C -20.0760 7.8238 4.0435 0.36 0.38 0.24
C -18.8504 6.4439 2.4574 1.15 1.03 -1.29
N -20.7342 7.8109 1.5812 0.79 0.68 0.29
C -22.0464 7.4955 1.8725 -0.35 0.07 0.51
C -22.7278 7.4973 0.7121 -0.65 -0.87 -2.15
N -21.8324 7.6816 -0.3601 2.32 1.71 2.10
B -21.9905 7.4921 -1.9065 -0.83 0.45 -0.01
N -21.2855 6.1615 -2.3543 0.37 -0.12 0.32
C -21.5760 5.0061 -1.5643 -0.77 2.44 -1.12
C -21.3772 3.9654 -2.3505 0.85 -3.14 0.25
N -20.7037 4.3421 -3.4877 -0.40 1.67 -0.49
C -20.7005 5.7240 -3.5059 1.67 0.01 0.16
S -19.6627 6.5885 -4.5797 -0.80 0.40 0.35
C -20.1932 3.4788 -4.6124 -0.66 0.58 0.11
C -18.6962 3.6817 -4.9529 0.36 -0.20 -0.52
C -21.0728 3.7608 -5.8134 0.54 -0.32 -1.95
C -20.4433 2.0607 -4.1930 -0.47 -1.26 1.55
N -21.8041 8.8712 -2.7923 0.23 2.68 -1.08
C -21.9701 8.9327 -4.2167 1.22 -3.84 0.37
C -22.7536 9.9362 -4.5593 -0.29 2.01 -1.68
N -22.9727 10.7157 -3.4293 1.28 -0.13 1.12
C -22.2672 10.1239 -2.3654 -1.63 -1.69 -1.79
S -22.0846 10.8237 -0.8112 -1.06 -0.37 0.05
C -24.0501 11.7264 -3.2526 -1.59 0.03 1.73
C -23.5714 13.1047 -2.6922 -0.17 -0.57 -0.23
C -25.1208 11.0513 -2.3006 -0.87 -0.38 -0.67
C -24.7947 11.9548 -4.5624 1.60 0.07 -0.99
C -20.6064 8.0690 0.2554 -3.72 -2.41 0.30
S -19.3302 8.6483 -0.6064 1.39 0.21 -1.47
H -17.9836 8.9486 3.1760 0.28 0.16 0.19
H -19.1714 9.9377 2.3836 -0.54 0.43 0.00
H -18.1351 8.8960 1.4297 -0.11 0.03 0.41
H -19.1162 7.7719 4.6374 -1.26 0.35 -0.36
H -20.6229 6.9168 4.2849 -0.20 -0.04 0.04
H -20.6929 8.7094 4.2984 0.53 -0.40 -0.01
H -17.9221 6.4418 3.0710 -0.69 0.11 -0.22
H -18.4972 6.2862 1.3960 -0.57 0.00 1.01
H -19.4950 5.6510 2.7976 -0.18 -0.40 -0.11
H -22.3977 7.3461 2.8982 0.24 0.08 -0.70
H -23.7848 7.3102 0.4514 0.84 0.06 0.55
H -23.1859 7.4099 -2.0605 -0.09 -0.51 0.04
H -22.0082 5.1705 -0.6090 -0.38 -0.40 0.44
H -21.5650 2.9020 -2.1618 0.16 0.78 0.12
H -18.4562 4.4861 -5.7046 -0.67 -1.09 0.70
H -18.3365 2.6827 -5.3118 -0.05 0.93 0.21
H -18.1375 3.9699 -4.0660 0.07 -0.21 0.17
H -20.7673 4.6797 -6.3170 -0.11 0.08 0.24
H -22.1255 3.8267 -5.5923 -0.36 -0.08 0.34
H -20.9477 2.9654 -6.5974 -0.04 0.47 0.80
H -19.9233 1.7777 -3.2421 -0.31 0.37 -0.65
H -20.0539 1.3872 -4.9349 0.03 -0.23 -0.46
H -21.5341 1.8238 -4.0482 0.98 0.32 -0.26
H -21.4815 8.1355 -4.8855 -0.92 1.30 1.35
H -22.9714 10.2792 -5.6190 0.02 -0.54 1.82
H -22.9892 12.9623 -1.7876 0.30 -0.05 -0.17
H -24.4491 13.6629 -2.3170 0.24 -0.08 -0.73
H -22.9895 13.6496 -3.4729 -0.95 -0.32 0.90
H -24.9705 11.0753 -1.2228 0.34 0.50 -0.04
H -25.2153 9.9663 -2.5233 0.25 0.56 -0.20
H -26.1408 11.4563 -2.5394 0.95 -0.06 0.40
H -23.9627 12.2250 -5.2935 -1.48 0.09 0.40
H -25.5608 12.7460 -4.4510 0.69 -0.33 -0.11
H -25.2798 11.0360 -4.9122 0.08 0.18 0.04
S -13.5870 9.1265 -1.2411 -0.82 -1.02 -0.23
C -12.8330 7.5724 -1.1886 -0.40 0.43 0.95
C -13.4736 6.6383 -1.9413 1.25 -1.07 -0.62
C -14.5100 7.1974 -2.7442 -0.07 1.54 2.10
C -14.8131 8.4785 -2.2910 0.69 -0.67 -0.76
C -15.9739 9.2281 -2.7584 0.37 0.35 -1.82
C -16.9123 9.7617 -1.8919 -1.16 0.48 0.56
N -17.9824 10.4737 -2.2661 1.05 0.08 -2.40
C -18.0842 10.7597 -3.6401 1.20 -2.06 1.02
C -17.2491 10.1339 -4.6090 -0.22 1.29 -1.16
C -17.4980 10.4204 -6.0723 -1.51 0.15 2.21
C -18.5636 11.2050 -6.3761 0.20 -0.29 -0.41
C -19.2660 11.9711 -5.3800 -0.79 -0.62 0.65
C -20.2600 12.8938 -5.6659 -0.62 1.12 0.93
C -20.8016 13.6458 -4.5857 1.32 -1.56 -0.80
C -20.4857 13.2809 -3.2573 0.17 -1.01 -0.38
N -19.7571 12.1932 -2.9351 -0.66 2.02 -2.44
C -19.0869 11.6754 -4.0162 0.08 -0.36 0.79
C -21.6439 14.7838 -4.8047 -1.60 0.94 -1.11
C -22.7254 14.9637 -5.6887 1.07 0.64 0.42
C -23.2697 16.2822 -5.5360 0.45 0.11 0.30
C -22.6066 17.0673 -4.5914 -0.52 -1.63 -1.22
S -21.3450 16.1688 -3.8162 -0.85 0.50 -0.86
C -16.1776 9.3770 -4.1388 -0.12 -0.17 0.77
H -12.1194 7.4513 -0.3847 0.28 -0.27 -0.43
H -13.1223 5.5722 -1.9386 -0.54 1.23 -0.21
H -15.1089 6.7528 -3.4952 -0.43 -0.76 -0.36
H -16.8510 9.5408 -0.8328 0.12 0.10 -0.01
H -17.0195 9.9332 -6.8931 0.60 -0.56 0.06
H -18.9826 11.1941 -7.3965 0.58 0.47 0.46
H -20.5458 13.1020 -6.6991 0.07 0.08 0.33
H -20.8943 13.8770 -2.4680 -0.24 -0.10 0.52
H -23.0760 14.2884 -6.5073 0.46 0.39 1.16
H -24.1183 16.6042 -6.1558 0.55 0.13 0.45
H -22.7679 18.1168 -4.4724 0.00 0.28 0.51
H -15.5013 8.8947 -4.8348 0.04 0.11 0.03
N -19.6623 11.8146 0.0878 1.31 0.09 -1.34
C -19.5654 12.5585 1.2387 0.14 0.53 0.93
C -18.3465 13.1037 1.7709 0.68 -1.01 -2.06
C -18.3574 13.7414 2.9940 1.21 0.06 -0.15
C -19.4974 13.9047 3.7030 -1.99 1.10 2.11
C -20.7127 13.4886 3.1264 -1.43 -0.51 0.97
C -20.7799 12.7896 1.9306 1.25 1.09 -0.38
H -17.3594 13.0510 1.1723 -1.87 -0.19 1.01
H -17.4631 14.1330 3.4631 0.28 -0.10 -0.44
H -19.4262 14.4681 4.7227 -0.48 -1.25 -2.03
H -21.7145 13.5640 3.6180 1.19 0.49 -0.06
H -21.7258 12.6645 1.3976 0.25 -0.52 0.47
```
Forces are in eV/Å.

Properties
**Total charge**: +1
**Max |F|**: 4.446 eV/A
**Multiplicity**: 2
**E_HOMO (alpha / beta)**: -0.3303 / -0.3303 Ha
**Gap between HOMO and LUMO (alpha / beta)**: 0.19987 / 0.19570 hartree
**LUMO energy (alpha / beta)**: -3.549 / -3.662 eV